{
  "formula": "C24H44Br2Cl3F6Fe2O11S2",
  "method": "ωB97M-V/def2-TZVPD",
  "spin_multiplicity": 9,
  "lumo_energy_ev": [-3.41, -3.68],
  "orbital_gap_ev": [7.985, 7.712],
  "mol_weight_g_mol": 1064.58,
  "s2": 20.0131,
  "total_charge": 1,
  "homo_ev": [-11.4, -11.4],
  "species": ["Fe", "Fe", "C", "C", "C", "O", "H", "H", "H", "H", "H", "H", "H", "C", "F", "F", "F", "S", "O", "O", "O", "C", "F", "F", "F", "S", "O", "O", "O", "C", "Cl", "Cl", "Cl", "H", "C", "C", "C", "O", "C", "H", "H", "H", "H", "H", "H", "H", "H", "C", "C", "C", "O", "C", "H", "H", "H", "H", "H", "H", "H", "H", "C", "C", "C", "O", "C", "H", "H", "H", "H", "H", "H", "H", "H", "C", "C", "C", "O", "C", "H", "H", "H", "H", "H", "H", "H", "H", "Br", "C", "C", "Br", "H", "H", "H", "H"],
  "positions_angstrom": [[0.464, 1.579, -2.200], [3.293, -0.698, -0.793], [3.699, 2.496, 0.288], [3.266, 2.398, -1.200], [4.345, 2.957, -2.148], [2.532, 1.239, -1.543], [4.150, 1.578, 0.664], [3.044, 2.980, 1.012], [4.587, 3.125, 0.349], [2.564, 3.225, -1.312], [5.336, 2.537, -1.972], [4.366, 4.046, -2.197], [4.106, 2.557, -3.134], [-0.904, -1.918, 0.408], [-2.113, -1.515, 0.893], [-0.372, -2.891, 1.205], [-0.926, -2.409, -0.862], [0.254, -0.363, 0.496], [-0.115, 0.341, -0.726], [-0.084, 0.330, 1.711], [1.642, -0.778, 0.435], [2.617, -1.152, -5.275], [3.361, -0.071, -5.252], [1.846, -1.062, -6.325], [3.353, -2.299, -5.480], [1.561, -1.270, -3.649], [0.648, -2.377, -3.812], [2.507, -1.470, -2.529], [0.772, -0.001, -3.466], [-0.401, -0.621, 4.841], [0.734, 0.868, 5.031], [-2.078, -0.261, 5.590], [0.359, -2.071, 5.659], [-0.439, -0.859, 3.778], [-0.684, 5.602, -0.737], [-0.647, 4.776, 0.560], [-0.013, 3.412, 0.253], [-0.055, 3.335, -1.180], [0.180, 4.670, -1.703], [-0.242, 6.599, -0.738], [-1.708, 5.740, -1.084], [-1.665, 4.544, 0.874], [-0.155, 5.198, 1.437], [-0.544, 2.574, 0.705], [0.941, 3.301, 0.768], [-0.157, 4.669, -2.740], [1.249, 4.883, -1.724], [2.694, -5.080, -0.048], [3.413, -4.762, 1.301], [3.468, -3.290, 1.351], [3.457, -2.913, -0.011], [2.744, -3.768, -0.761], [1.714, -5.553, 0.009], [3.351, -5.832, -0.485], [4.422, -5.096, 1.058], [3.046, -5.301, 2.174], [4.380, -3.058, 1.901], [2.673, -2.774, 1.890], [3.244, -3.727, -1.728], [1.720, -3.399, -0.820], [-3.386, 0.358, -3.792], [-3.797, 1.523, -2.886], [-2.613, 1.763, -1.959], [-1.518, 1.270, -2.740], [-2.021, 0.036, -3.376], [-3.287, 0.816, -4.776], [-4.037, -0.516, -3.809], [-4.739, 1.280, -2.395], [-3.951, 2.442, -3.453], [-2.754, 1.278, -0.993], [-2.504, 2.843, -1.850], [-2.029, -0.764, -2.636], [-1.422, -0.289, -4.226], [-4.383, 2.390, 3.525], [-4.572, 1.077, 2.818], [-3.341, 0.897, 1.922], [-2.565, 2.052, 2.089], [-2.881, 2.618, 3.376], [-4.707, 2.363, 4.565], [-4.911, 3.174, 2.982], [-5.438, 1.114, 2.158], [-4.587, 0.275, 3.556], [-3.609, 0.665, 0.892], [-2.626, 0.155, 2.279], [-2.517, 3.632, 3.212], [-2.193, 2.200, 4.111], [0.330, -7.920, 2.739], [-0.330, -5.983, 2.861], [-1.858, -5.891, 2.628], [-2.302, -4.122, 3.377], [0.286, -5.282, 2.298], [-0.041, -5.739, 3.884], [-2.429, -6.715, 3.054], [-2.068, -5.917, 1.559]],
  "forces_ev_per_a": [[1.0, -0.3, 0.3], [-2.0, 0.6, -0.7], [1.2, 0.3, -0.6], [-0.8, 2.3, 1.0], [0.1, -2.1, -0.7], [1.3, -1.0, 0.3], [-0.5, -0.6, 0.2], [-0.5, -0.7, -0.2], [0.1, 0.3, -0.3], [-0.6, 0.1, 0.3], [0.2, 0.3, 0.3], [0.0, -0.2, 0.3], [-0.2, 0.3, -0.3], [1.2, 0.2, 0.4], [1.7, -1.3, -1.4], [-0.7, 1.0, -0.8], [-0.6, 0.8, 1.7], [-1.6, 1.0, 0.3], [-0.6, -0.7, 0.7], [0.1, -0.9, -0.4], [1.1, -1.2, 0.3], [0.1, -1.4, -0.1], [0.8, 0.0, 0.6], [-1.1, 0.1, -0.2], [-0.6, 1.7, 1.2], [-2.5, -0.1, 1.0], [1.2, 0.6, -0.4], [0.7, 0.2, -0.8], [2.1, -1.2, -1.3], [0.5, 0.5, 1.5], [-1.4, -1.7, -0.2], [2.0, -0.5, -1.0], [-0.7, 1.3, -0.6], [-0.4, 0.4, 0.3], [1.4, -0.9, -0.9], [-0.7, -0.5, 0.8], [-0.6, 0.2, 1.1], [1.0, -0.1, -0.3], [-1.4, 0.5, 0.3], [0.1, -0.1, 0.5], [0.1, -0.3, -0.2], [-0.1, 0.3, 0.0], [0.1, 0.4, -0.3], [-0.6, 0.1, -0.5], [0.8, 0.3, -1.0], [-0.2, 0.0, 0.0], [0.0, 0.2, 0.4], [0.8, -1.7, 0.7], [-0.3, -1.6, -1.0], [-0.1, 0.5, 1.8], [3.1, 4.2, 1.6], [-2.3, -1.4, -2.3], [-0.1, 0.4, 0.2], [-0.3, 0.0, -0.5], [0.2, -0.1, 0.7], [0.0, 0.2, -0.1], [0.3, 0.8, -0.6], [-0.4, -0.2, -0.1], [-0.6, -0.6, -0.2], [-0.2, 0.1, -0.6], [-0.7, 1.4, -1.1], [-1.0, -0.1, 0.3], [-1.1, 0.6, -0.6], [0.1, -0.5, -0.5], [1.1, -0.8, 0.6], [-0.5, -0.5, -0.4], [0.0, 0.3, 0.0], [0.1, 0.3, 0.4], [-0.2, -0.2, -0.2], [0.6, -0.2, 0.0], [0.4, -0.2, 0.4], [0.4, 0.1, 0.2], [0.4, 0.4, 0.4], [0.7, 0.8, 0.3], [-0.1, -0.9, -0.5], [0.8, -0.6, 1.1], [-0.1, 1.3, -0.8], [1.0, 0.6, -1.3], [-0.1, 0.1, -0.1], [0.0, 0.1, 0.2], [-0.3, -0.4, 0.5], [-0.5, -0.2, -0.3], [0.2, 0.4, -0.2], [-0.8, -0.9, 0.0], [-0.6, 0.4, 0.6], [-0.5, -0.4, 0.4], [-0.4, 1.5, -0.3], [-0.1, -1.0, 1.0], [1.5, 0.1, -0.4], [-0.4, -0.6, -0.2], [-0.2, -0.5, -0.7], [-0.5, -0.2, 0.1], [0.1, 0.4, 0.6], [-0.1, 0.4, 0.1]]
}